DFT (ωB97M-V/def2-TZVPD) results for a 2-piece molecular cluster, C10H8N2Se overall.

Structure (XYZ):
```
21
Properties=species:S:1:pos:R:3:mulliken_charge:R:1
H -3.347 -1.852 0.816 0.362
H -2.814 -0.410 1.936 0.317
C 1.638 0.143 -0.637 -0.469
H 1.655 -0.934 -0.408 0.492
Se 0.225 -0.228 1.847 0.144
H 2.489 0.403 -2.568 0.376
C -2.937 -1.549 1.711 -0.800
H 2.132 2.566 -2.892 0.287
C 0.986 0.830 0.382 0.265
C -0.470 -3.026 1.165 0.368
C 0.683 2.172 0.253 -0.187
N -0.337 -4.135 1.475 -0.477
C -0.582 -1.628 0.842 -0.247
C 1.818 2.244 -1.871 -0.260
H 0.933 3.879 -0.967 0.484
C -0.935 -1.385 -0.483 0.385
C 1.190 2.932 -0.835 -0.758
C 2.038 0.867 -1.734 -0.453
H 0.027 2.555 1.073 0.304
N -1.328 -1.023 -1.491 -0.457
H -3.065 -2.418 2.387 0.326
```

Its spin multiplicity is 1. Its orbital gap (spin up / spin down) is 6.93 / 7.91 eV. As for the largest force on an atom: 4.62 eV/A. The energy relative to the best compared isomer or geometry (same formula, charge and spin) is 2.851 eV.


DFT (ωB97M-V/def2-TZVPD) results for a 2-piece molecular cluster, C14H26N5O8P overall.

Structure (XYZ):
```
54
Properties=species:S:1:pos:R:3:mulliken_charge:R:1
H -1.262 -0.248 -3.773 0.394
H -2.122 -2.440 2.240 0.303
H 1.901 -3.221 0.395 0.549
H 0.674 -2.519 1.453 0.602
H -3.425 -0.810 1.576 0.669
C -2.170 2.465 -0.203 -0.188
H -2.687 -3.892 -1.391 0.373
H 0.599 -0.480 2.202 0.188
H 0.929 0.294 -0.674 -0.918
N -1.893 -0.021 3.801 -0.803
C 1.959 0.637 -0.451 0.962
O 3.367 0.921 -3.425 -0.670
O -0.063 -3.512 -2.502 -0.434
O -3.237 2.753 0.293 -0.532
C -0.195 3.103 0.741 0.370
H 0.745 -1.987 -0.251 -0.351
O 5.438 1.199 -3.984 -0.672
H 1.701 1.381 1.569 0.418
O 2.240 -1.282 1.056 -0.529
H -2.813 -0.447 3.938 0.321
C -1.457 -0.495 2.443 0.640
H 3.057 2.076 0.684 0.497
C 2.002 1.775 0.589 -0.864
H -0.021 0.801 2.945 0.364
H -2.127 0.967 3.664 0.330
O -2.701 -3.863 -2.364 -0.419
H -3.006 0.887 1.692 0.509
C 1.363 -2.282 0.622 -0.219
C -1.650 1.007 -2.118 -0.887
H -0.496 2.167 1.229 -0.362
N -1.691 -1.334 -2.016 0.611
H 1.123 2.972 -0.971 0.449
C -1.994 1.061 -0.769 0.810
N -1.310 -1.943 2.582 -0.632
C -2.595 -0.096 1.443 -1.984
C 2.810 -0.570 -0.077 -0.982
C 1.209 3.017 0.123 -1.059
H 0.315 -3.072 -1.717 0.458
O 4.949 0.423 -2.029 -0.606
P -1.509 -2.896 -2.938 0.101
H -0.218 3.883 1.514 0.475
C -1.506 -0.218 -2.711 -0.405
H 2.379 1.047 -1.387 0.619
O -1.175 3.364 -0.321 -0.473
N 4.595 0.850 -3.152 0.982
H -2.171 -2.253 -0.226 0.166
H 3.786 -0.194 0.254 0.468
H -0.455 -2.276 2.154 -0.287
H 1.771 3.910 0.422 0.377
H 2.956 -1.265 -0.914 0.326
C -2.016 -1.290 -0.711 0.394
N -0.192 0.159 2.174 -0.393
H -1.523 1.916 -2.701 0.547
C -2.188 -0.126 -0.018 0.398
```

Its spin multiplicity is 1. Its orbital gap is 4.21 eV. As for the largest force on an atom: 3.47 eV/A.


DFT (ωB97M-V/def2-TZVPD) results for a single CH4NOP molecule.

Structure (XYZ):
```
8
Properties=species:S:1:pos:R:3:mulliken_charge:R:1
O -2.378 -0.041 -0.180 -0.412
H -1.018 -0.968 1.020 0.266
N 1.415 0.033 -0.023 -0.500
P 0.125 1.075 -0.240 0.092
H 2.119 0.206 0.624 0.238
H -0.210 0.753 -1.509 0.044
H 1.223 -0.963 0.025 0.249
C -1.276 -0.095 0.284 0.023
```

Its SMILES is NPC=O. Its spin multiplicity is 1. Its orbital gap is 9.96 eV. As for the largest force on an atom: 1.91 eV/A. The energy relative to the best compared isomer or geometry (same formula, charge and spin) is 1.271 eV.